[1]
{
  "formula": "C3H6INS",
  "method": "wB97M-V/def2-TZVPD",
  "symbols": ["C", "C", "C", "N", "S", "I", "H", "H", "H", "H", "H", "H"],
  "coordinates": [[-1.459623, 2.005041, -0.360823], [-1.154143, 0.779983, -0.201108], [1.618387, -1.535075, -0.302021], [-0.282431, -1.319659, 0.959633], [-0.331084, 0.237962, 1.217751], [2.408703, 0.349394, -0.277157], [-1.953081, 2.413205, -1.263950], [-1.713965, 2.833768, 0.252764], [-0.797800, 0.036496, -0.923542], [1.334816, -1.921485, -1.249917], [2.076237, -2.238734, 0.367410], [0.253985, -1.640900, 1.780958]],
  "forces_ev_per_angstrom": [[-3.4, 3.9, -2.7], [2.8, -3.0, 0.6], [-1.1, 0.3, 1.5], [2.2, -1.8, -1.0], [-0.6, 2.2, 1.9], [0.2, -0.4, -0.2], [0.9, -1.0, -0.5], [0.7, -0.1, 2.0], [-1.3, 0.4, -0.7], [-0.3, -0.1, -0.6], [0.4, -0.1, 0.1], [-0.4, -0.4, -0.4]],
  "orbital_gap_ha": [0.27927, 0.27907],
  "e_above_lowest_ev": 3.136,
  "homo_ha": [-0.283, -0.280]
}

[2]
{
  "formula": "C19H20Br2N2O",
  "method": "wB97M-V/def2-TZVPD",
  "symbols": ["C", "O", "C", "C", "N", "C", "C", "C", "C", "C", "C", "C", "C", "C", "C", "N", "C", "C", "Br", "C", "C", "C", "Br", "C", "H", "H", "H", "H", "H", "H", "H", "H", "H", "H", "H", "H", "H", "H", "H", "H", "H", "H", "H", "H"],
  "coordinates": [[-2.411023, 4.041587, -0.325389], [-1.535668, 3.067450, 0.256135], [-2.174921, 2.308896, 1.312838], [-1.693296, 0.868297, 1.350346], [-0.536009, 0.699573, 2.260117], [0.802123, 0.380090, 1.957517], [1.369228, 0.197712, 0.583190], [2.196386, -0.921623, 0.339195], [2.637816, -1.204196, -0.971139], [2.300172, -0.381961, -2.048707], [2.751998, -0.720111, -3.458983], [4.268895, -0.531927, -3.592310], [2.303512, -2.136714, -3.941421], [1.507276, 0.752684, -1.789054], [1.041265, 1.025949, -0.501590], [1.543536, 0.176960, 3.009929], [0.672030, 0.329714, 4.092544], [1.002045, 0.190276, 5.460060], [2.741182, -0.291767, 6.089261], [0.015725, 0.477006, 6.411090], [-1.252578, 0.894300, 6.059158], [-1.597224, 1.024712, 4.670922], [-3.491083, 1.297017, 4.275078], [-0.599028, 0.758507, 3.667034], [-1.900877, 4.709185, -1.020771], [-2.927904, 4.629070, 0.432079], [-3.168907, 3.474673, -0.919563], [-2.039840, 2.788101, 2.291594], [-3.249856, 2.300574, 1.162779], [-2.505043, 0.192391, 1.735847], [-1.452085, 0.536282, 0.341928], [2.507697, -1.550213, 1.146526], [3.313862, -2.019203, -1.174999], [2.275508, -0.001680, -4.161367], [4.629377, 0.446623, -3.199929], [4.514162, -0.582608, -4.637722], [4.871515, -1.301597, -3.077329], [2.904731, -2.875878, -3.416087], [2.430463, -2.281205, -5.017481], [1.230870, -2.264859, -3.679470], [1.256884, 1.449221, -2.599257], [0.416390, 1.898554, -0.407783], [0.258556, 0.374756, 7.443613], [-1.944069, 1.059172, 6.875362]],
  "forces_ev_per_angstrom": [[-0.7, -1.2, -0.3], [-0.2, 0.0, 0.5], [0.0, 0.6, -0.5], [-0.1, -0.4, 0.9], [0.4, 0.2, 0.1], [-0.1, 0.0, -0.3], [-0.5, -0.4, -0.4], [-0.1, 0.7, -1.2], [-0.2, 0.8, 0.6], [-0.7, 0.2, 0.1], [-0.1, 0.2, -0.5], [0.4, 0.3, 0.5], [-0.4, 0.8, 0.8], [0.3, -0.4, 0.1], [0.2, -0.3, -0.3], [-1.0, -0.2, 0.5], [1.6, 0.4, 0.6], [-0.8, 0.4, 0.0], [-0.6, 0.1, -0.5], [1.1, -0.2, -0.9], [-0.4, 0.0, -2.2], [0.3, -0.6, 0.5], [1.0, 0.0, 0.2], [-1.0, -0.5, 0.8], [0.4, -0.2, 0.3], [0.0, 0.1, 0.1], [0.2, 0.6, 0.3], [0.3, 0.0, -0.2], [-0.3, 0.0, -0.3], [0.7, 0.7, -0.3], [0.3, 0.0, 0.1], [0.0, -0.2, 0.4], [0.0, -0.3, 0.2], [0.2, -0.2, 0.5], [-0.4, -0.6, -0.3], [0.3, 0.0, -0.5], [-0.5, 0.1, -0.1], [-0.1, -0.3, 0.0], [0.1, 0.2, 0.1], [0.7, -0.1, -0.2], [0.1, -0.4, 0.3], [-0.1, 0.1, 0.4], [0.1, 0.0, 0.6], [-0.3, 0.1, -0.4]],
  "orbital_gap_ha": 0.31934,
  "homo_ha": -0.306
}

Question: Which formula does entry 1 have?
Answer: C3H6INS

Question: What is the formula in the first record?
Answer: C3H6INS